P) {
  "formula": "C19H18N2O3",
  "method": "wB97M-V/def2-TZVPD",
  "species": ["C", "O", "C", "C", "C", "C", "C", "O", "N", "C", "C", "C", "C", "C", "N", "C", "C", "C", "C", "C", "C", "C", "O", "C", "H", "H", "H", "H", "H", "H", "H", "H", "H", "H", "H", "H", "H", "H", "H", "H", "H", "H"],
  "xyz": [[-2.608, 1.709, 5.887], [-1.322, 1.780, 5.321], [-1.173, 1.448, 4.014], [-2.186, 1.018, 3.173], [-1.918, 0.708, 1.850], [-0.630, 0.801, 1.348], [-0.422, 0.455, -0.086], [-1.279, 0.630, -0.926], [0.796, -0.117, -0.353], [1.322, -0.363, -1.636], [2.573, 0.123, -1.942], [3.127, -0.063, -3.213], [2.429, -0.724, -4.184], [1.160, -1.265, -3.898], [0.524, -1.935, -4.879], [-0.632, -2.491, -4.635], [-1.306, -3.205, -5.763], [-1.235, -2.454, -3.357], [-0.622, -1.772, -2.346], [0.601, -1.112, -2.598], [0.397, 1.247, 2.185], [0.141, 1.576, 3.502], [1.067, 2.031, 4.390], [2.391, 2.203, 3.953], [-2.489, 2.026, 6.922], [-3.003, 0.688, 5.865], [-3.309, 2.381, 5.381], [-3.196, 0.924, 3.538], [-2.711, 0.386, 1.194], [1.483, -0.071, 0.385], [3.130, 0.671, -1.194], [4.108, 0.339, -3.420], [2.826, -0.861, -5.178], [-1.469, -4.251, -5.505], [-0.689, -3.146, -6.655], [-2.276, -2.753, -5.965], [-2.169, -2.969, -3.195], [-1.059, -1.742, -1.361], [1.393, 1.384, 1.791], [2.458, 2.934, 3.140], [2.937, 2.579, 4.817], [2.838, 1.256, 3.631]],
  "smiles": "COc1ccc(C(=O)Nc2cccc3nc(C)ccc23)cc1OC",
  "lumo_ev": 0.40,
  "gap_ev": 8.608,
  "e_homo_ev": -8.21,
  "charge": 0
}

Q) {
  "formula": "C19H18N2O3",
  "method": "wB97M-V/def2-TZVPD",
  "species": ["N", "C", "N", "C", "C", "O", "C", "H", "H", "H", "C", "O", "C", "C", "C", "C", "C", "C", "C", "C", "C", "O", "C", "C", "C", "C", "C", "H", "H", "H", "H", "H", "H", "H", "H", "H", "H", "H", "H", "H", "H", "H"],
  "xyz": [[2.385, 2.470, 0.870], [2.815, 3.788, 0.843], [4.175, 3.889, 0.795], [4.651, 2.604, 0.797], [6.101, 2.307, 0.742], [7.016, 3.106, 0.709], [3.512, 1.718, 0.849], [2.156, 4.648, 0.859], [6.252, 1.200, 0.734], [3.566, 0.632, 0.873], [-1.539, -4.745, 3.981], [-1.109, -3.405, 4.313], [-1.025, -2.494, 3.309], [-0.743, -1.153, 3.683], [-0.686, -0.182, 2.721], [-0.888, -0.469, 1.331], [-0.794, 0.615, 0.427], [-1.112, 0.695, -0.949], [-0.695, 1.878, -1.643], [-0.915, 2.054, -2.982], [-1.562, 1.033, -3.727], [-1.687, 1.236, -5.064], [-2.185, 0.148, -5.875], [-2.034, -0.129, -3.063], [-1.842, -0.273, -1.703], [-1.111, -1.833, 0.978], [-1.202, -2.820, 1.940], [-1.547, -5.253, 4.946], [-2.546, -4.742, 3.538], [-0.834, -5.233, 3.294], [-0.586, -0.941, 4.739], [-0.473, 0.848, 3.007], [-0.408, 1.538, 0.861], [-0.183, 2.652, -1.073], [-0.597, 2.950, -3.513], [-2.158, 0.554, -6.886], [-1.536, -0.737, -5.797], [-3.214, -0.121, -5.596], [-2.547, -0.906, -3.637], [-2.282, -1.139, -1.217], [-1.183, -2.132, -0.064], [-1.406, -3.856, 1.653]],
  "lumo_ev": -2.97,
  "gap_ev": 3.072,
  "e_homo_ev": -6.04,
  "charge": 0
}

R) {
  "formula": "C19H18N2O3",
  "method": "wB97M-V/def2-TZVPD",
  "species": ["C", "O", "C", "C", "C", "C", "C", "C", "N", "C", "C", "C", "C", "O", "N", "C", "C", "C", "C", "C", "C", "C", "C", "O", "H", "H", "H", "H", "H", "H", "H", "H", "H", "H", "H", "H", "H", "H", "H", "H", "H", "H"],
  "xyz": [[-0.503, -3.655, 1.028], [-0.764, -2.579, 0.157], [0.036, -2.391, -0.926], [0.983, -3.309, -1.365], [1.750, -3.051, -2.487], [1.582, -1.875, -3.193], [0.643, -0.953, -2.764], [-0.132, -1.188, -1.637], [-1.057, -0.201, -1.214], [-0.535, 1.097, -0.833], [-0.148, 1.221, 0.620], [-0.363, 0.220, 1.499], [0.023, 0.291, 2.893], [-0.107, -0.602, 3.711], [0.596, 1.492, 3.261], [0.809, 2.555, 2.429], [1.381, 3.731, 2.922], [1.595, 4.801, 2.085], [1.242, 4.716, 0.740], [0.681, 3.563, 0.242], [0.452, 2.455, 1.068], [-2.414, -0.353, -1.254], [-2.915, -1.670, -1.791], [-3.155, 0.544, -0.909], [-1.168, -3.510, 1.878], [-0.719, -4.617, 0.554], [0.532, -3.640, 1.380], [1.128, -4.234, -0.829], [2.480, -3.779, -2.808], [2.173, -1.675, -4.073], [0.497, -0.036, -3.317], [0.337, 1.324, -1.453], [-1.328, 1.827, -1.039], [-0.838, -0.697, 1.195], [0.865, 1.579, 4.234], [1.647, 3.788, 3.968], [2.034, 5.708, 2.471], [1.408, 5.560, 0.089], [0.406, 3.518, -0.799], [-2.813, -2.433, -1.023], [-3.967, -1.563, -2.040], [-2.351, -1.976, -2.669]],
  "smiles": "COc1ccccc1N(Cc1cc(=O)[nH]c2ccccc12)C(C)=O",
  "lumo_ev": 0.41,
  "gap_ev": 8.761,
  "e_homo_ev": -8.36,
  "charge": 0
}

Sorted by energy, starting with the most stable: R), P), Q).

P) {
  "formula": "C21H25N3O4S",
  "method": "wB97M-V/def2-TZVPD",
  "species": ["O", "C", "C", "C", "C", "C", "S", "O", "O", "N", "C", "C", "O", "C", "C", "C", "C", "N", "C", "C", "N", "C", "C", "C", "C", "C", "C", "C", "C", "H", "H", "H", "H", "H", "H", "H", "H", "H", "H", "H", "H", "H", "H", "H", "H", "H", "H", "H", "H", "H", "H", "H", "H", "H"],
  "xyz": [[-2.307, 3.574, 0.224], [-1.591, 2.608, 0.399], [-2.168, 1.221, 0.488], [-2.818, 0.822, 1.651], [-3.414, -0.426, 1.716], [-3.363, -1.257, 0.614], [-4.085, -2.892, 0.680], [-4.789, -3.156, -0.538], [-4.776, -3.060, 1.927], [-2.673, -3.820, 0.647], [-2.873, -5.177, 0.170], [-1.502, -5.836, 0.019], [-0.801, -5.830, 1.242], [-0.629, -4.521, 1.725], [-1.972, -3.812, 1.914], [-2.741, -0.867, -0.556], [-2.143, 0.379, -0.620], [-0.252, 2.702, 0.541], [0.670, 1.604, 0.695], [1.604, 1.564, -0.519], [2.293, 2.831, -0.637], [3.550, 2.866, -1.243], [4.547, 1.989, -0.805], [5.815, 2.030, -1.347], [6.130, 2.953, -2.332], [5.155, 3.831, -2.767], [3.878, 3.790, -2.236], [1.364, 3.923, -0.824], [0.414, 3.976, 0.376], [-2.856, 1.492, 2.497], [-3.929, -0.767, 2.601], [-3.396, -5.116, -0.783], [-3.482, -5.753, 0.882], [-1.606, -6.883, -0.268], [-0.923, -5.297, -0.746], [-0.104, -4.614, 2.677], [-0.015, -3.940, 1.019], [-1.819, -2.773, 2.212], [-2.563, -4.322, 2.687], [-2.746, -1.541, -1.397], [-1.662, 0.705, -1.531], [1.266, 1.773, 1.599], [0.127, 0.664, 0.794], [1.000, 1.368, -1.422], [2.324, 0.754, -0.409], [4.331, 1.281, -0.019], [6.567, 1.342, -0.990], [7.123, 2.986, -2.752], [5.383, 4.554, -3.537], [3.135, 4.474, -2.614], [0.773, 3.807, -1.747], [1.916, 4.862, -0.869], [0.986, 4.197, 1.283], [-0.352, 4.739, 0.230]],
  "smiles": "O=C(c1ccc(S(=O)(=O)N2CCOCC2)cc1)N1CCN(c2ccccc2)CC1",
  "lumo_ev": 0.24,
  "gap_ev": 8.436,
  "e_homo_ev": -8.20,
  "charge": 0
}

Q) {
  "formula": "C21H25N3O4S",
  "method": "wB97M-V/def2-TZVPD",
  "species": ["C", "C", "O", "C", "O", "C", "S", "C", "C", "C", "C", "C", "O", "N", "C", "C", "C", "C", "C", "C", "C", "C", "O", "N", "C", "C", "N", "C", "C", "H", "H", "H", "H", "H", "H", "H", "H", "H", "H", "H", "H", "H", "H", "H", "H", "H", "H", "H", "H", "H", "H", "H", "H", "H"],
  "xyz": [[2.317, -6.093, 3.135], [1.316, -5.053, 3.616], [1.061, -4.073, 2.613], [1.937, -3.055, 2.517], [2.892, -2.916, 3.244], [1.552, -2.167, 1.431], [0.120, -2.594, 0.518], [0.327, -1.200, -0.476], [1.433, -0.455, -0.114], [2.143, -1.011, 0.988], [3.366, -0.397, 1.559], [1.731, 0.773, -0.824], [2.630, 1.544, -0.574], [0.858, 1.020, -1.890], [1.052, 2.287, -2.586], [0.538, 3.441, -1.763], [-0.644, 3.322, -1.043], [-1.115, 4.387, -0.296], [-0.414, 5.580, -0.263], [0.764, 5.703, -0.979], [1.239, 4.637, -1.722], [-0.203, 0.244, -2.293], [-0.863, 0.496, -3.276], [-0.472, -0.880, -1.520], [-1.713, -1.589, -1.756], [-2.769, -1.175, -0.720], [-2.887, 0.269, -0.628], [-3.429, 0.681, 0.651], [-3.650, 0.828, -1.728], [2.442, -6.858, 3.897], [3.279, -5.623, 2.947], [1.965, -6.559, 2.218], [1.694, -4.550, 4.513], [0.344, -5.505, 3.823], [3.157, 0.634, 1.840], [4.145, -0.363, 0.798], [3.713, -0.960, 2.418], [0.510, 2.222, -3.533], [2.121, 2.410, -2.777], [-1.200, 2.395, -1.065], [-2.034, 4.285, 0.263], [-0.783, 6.410, 0.322], [1.318, 6.630, -0.953], [2.164, 4.733, -2.271], [-2.035, -1.334, -2.766], [-1.530, -2.664, -1.687], [-3.724, -1.661, -0.984], [-2.459, -1.553, 0.258], [-4.453, 0.313, 0.821], [-2.788, 0.315, 1.452], [-3.442, 1.769, 0.693], [-3.128, 0.646, -2.665], [-4.665, 0.406, -1.791], [-3.730, 1.905, -1.592]],
  "smiles": "CCOC(=O)c1sc2c(c1C)c(=O)n(Cc1ccccc1)c(=O)n2CCN(C)C",
  "lumo_ev": 0.38,
  "gap_ev": 8.899,
  "e_homo_ev": -8.52,
  "charge": 0
}

Sorted by energy, starting with the most stable: Q), P).

P) {
  "formula": "C32H74BrN4O",
  "method": "wB97M-V/def2-TZVPD",
  "species": ["C", "C", "C", "C", "N", "C", "C", "C", "C", "C", "H", "H", "H", "H", "H", "H", "H", "H", "H", "H", "H", "H", "H", "H", "H", "H", "H", "H", "H", "H", "C", "C", "C", "C", "N", "C", "C", "C", "C", "C", "H", "H", "H", "H", "H", "H", "H", "H", "H", "H", "H", "H", "H", "H", "H", "H", "H", "H", "H", "H", "C", "C", "C", "C", "N", "C", "C", "C", "C", "C", "H", "H", "H", "H", "H", "H", "H", "H", "H", "H", "H", "H", "H", "H", "H", "H", "H", "H", "H", "H", "C", "N", "C", "C", "C", "C", "O", "H", "H", "H", "H", "H", "H", "H", "H", "H", "H", "H", "H", "H", "H", "Br"],
  "xyz": [[4.174, 3.543, 1.912], [4.467, 3.337, 0.443], [4.864, 1.932, -0.031], [4.951, 1.907, -1.543], [5.731, 0.707, -2.164], [5.007, -0.675, -1.854], [5.133, -1.642, -3.091], [5.585, -0.778, -4.274], [5.593, 0.646, -3.733], [7.139, 0.466, -1.635], [4.601, 4.544, 1.975], [4.668, 2.912, 2.650], [3.141, 3.775, 2.169], [5.297, 3.987, 0.164], [3.635, 3.725, -0.146], [4.189, 1.156, 0.329], [5.789, 1.700, 0.498], [5.536, 2.794, -1.786], [3.975, 1.983, -2.022], [5.266, -1.168, -0.917], [3.982, -0.305, -1.838], [5.830, -2.475, -2.999], [4.197, -2.164, -3.286], [6.637, -0.964, -4.493], [4.866, -0.837, -5.091], [6.361, 1.288, -4.163], [4.615, 1.113, -3.851], [7.598, -0.406, -2.100], [7.171, 0.252, -0.566], [7.676, 1.354, -1.969], [-4.860, 6.575, 7.069], [-3.839, 6.477, 5.961], [-3.971, 7.481, 4.829], [-2.936, 7.412, 3.602], [-3.531, 7.926, 2.238], [-4.652, 7.127, 1.548], [-3.922, 6.103, 0.726], [-2.532, 6.592, 0.615], [-2.392, 7.952, 1.232], [-3.983, 9.407, 2.314], [-4.871, 5.687, 7.701], [-5.897, 6.751, 6.785], [-4.514, 7.321, 7.784], [-3.878, 5.500, 5.481], [-2.804, 6.630, 6.265], [-3.978, 8.480, 5.263], [-4.996, 7.439, 4.458], [-2.688, 6.363, 3.442], [-2.090, 8.048, 3.860], [-5.135, 7.857, 0.898], [-5.424, 6.699, 2.187], [-4.373, 5.952, -0.255], [-3.977, 5.095, 1.135], [-2.335, 6.637, -0.457], [-1.883, 5.963, 1.225], [-2.514, 8.669, 0.420], [-1.456, 8.281, 1.683], [-4.827, 9.657, 2.957], [-4.217, 9.708, 1.293], [-3.070, 9.938, 2.585], [1.851, -4.096, 1.931], [0.783, -5.103, 1.642], [1.263, -6.304, 0.836], [0.158, -7.492, 0.707], [0.489, -8.619, -0.249], [0.603, -7.941, -1.640], [0.074, -9.004, -2.618], [-0.201, -10.258, -1.796], [-0.608, -9.611, -0.416], [1.825, -9.358, 0.178], [1.445, -3.318, 2.579], [2.238, -3.624, 1.028], [2.670, -4.649, 2.392], [0.018, -4.613, 1.040], [0.396, -5.445, 2.602], [2.086, -6.880, 1.259], [1.689, -5.953, -0.104], [-0.859, -7.139, 0.532], [0.053, -7.998, 1.667], [1.647, -7.732, -1.875], [-0.002, -7.035, -1.602], [0.945, -9.314, -3.195], [-0.635, -8.566, -3.320], [0.617, -10.972, -1.891], [-1.041, -10.772, -2.264], [-0.695, -10.355, 0.375], [-1.506, -9.014, -0.261], [1.972, -10.111, -0.596], [1.655, -9.799, 1.161], [2.633, -8.627, 0.162], [-3.158, -0.697, -4.550], [-3.014, -1.230, -3.108], [-3.595, -2.675, -3.057], [-1.527, -1.333, -2.698], [-3.729, -0.133, -2.192], [-4.279, -0.619, -0.862], [-3.315, -1.283, -0.029], [-4.208, -0.727, -4.841], [-2.536, -1.373, -5.137], [-2.798, 0.330, -4.501], [-3.019, -3.359, -3.681], [-4.634, -2.790, -3.366], [-3.382, -2.927, -2.018], [-0.988, -1.999, -3.372], [-1.574, -1.772, -1.701], [-1.228, -0.285, -2.707], [-4.549, 0.351, -2.722], [-3.010, 0.669, -2.026], [-5.135, -1.292, -0.924], [-4.436, 0.221, -0.185], [-2.835, -0.593, 0.435], [-0.745, 1.785, 3.550]],
  "lumo_ev": -6.09,
  "gap_ev": 4.528,
  "e_homo_ev": -10.62,
  "charge": 3
}

Q) {
  "formula": "C32H74BrN4O",
  "method": "wB97M-V/def2-TZVPD",
  "species": ["Br", "C", "C", "N", "C", "C", "C", "C", "C", "O", "C", "H", "H", "H", "H", "H", "H", "H", "H", "H", "H", "H", "H", "H", "H", "H", "H", "H", "H", "H", "H", "C", "C", "C", "N", "C", "C", "C", "C", "C", "H", "H", "H", "H", "H", "H", "H", "H", "H", "H", "H", "H", "H", "H", "H", "H", "H", "H", "C", "C", "C", "N", "C", "C", "C", "C", "C", "H", "H", "H", "H", "H", "H", "H", "H", "H", "H", "H", "H", "H", "H", "H", "H", "H", "H", "C", "C", "C", "N", "C", "C", "C", "C", "C", "H", "H", "H", "H", "H", "H", "H", "H", "H", "H", "H", "H", "H", "H", "H", "H", "H", "H"],
  "xyz": [[0.307, -0.297, 0.137], [1.877, -1.929, 1.908], [0.965, -3.035, 2.455], [-0.501, -2.928, 1.887], [-0.436, -3.158, 0.329], [-1.410, -3.973, 2.597], [-0.998, -5.398, 2.416], [-1.208, -1.529, 1.983], [-1.485, -1.115, 3.423], [-2.578, -1.709, 4.069], [-3.913, -1.415, 3.501], [2.855, -2.250, 2.268], [1.679, -0.933, 2.304], [1.948, -1.850, 0.823], [0.795, -2.904, 3.524], [1.297, -4.024, 2.140], [-0.117, -2.342, -0.319], [-1.460, -3.354, 0.010], [0.056, -4.117, 0.161], [-2.393, -3.878, 2.135], [-1.578, -3.775, 3.656], [-1.729, -6.000, 2.956], [-0.074, -5.569, 2.970], [-1.084, -5.849, 1.427], [-2.142, -1.657, 1.437], [-0.513, -0.843, 1.498], [-1.732, -0.053, 3.408], [-0.652, -1.158, 4.125], [-4.109, -1.678, 2.462], [-4.245, -0.376, 3.504], [-4.575, -2.040, 4.101], [-4.112, -1.457, -0.133], [-3.748, -0.116, 0.515], [-2.737, 0.749, -0.205], [-2.163, 1.880, 0.654], [-3.254, 2.974, 0.830], [-1.545, 1.502, 2.025], [-0.332, 2.361, 2.240], [-0.138, 3.151, 0.969], [-0.920, 2.440, -0.095], [-4.867, -1.928, 0.496], [-3.283, -2.153, -0.009], [-4.499, -1.481, -1.152], [-3.400, -0.445, 1.494], [-4.725, 0.351, 0.639], [-3.146, 1.209, -1.105], [-1.849, 0.198, -0.516], [-2.718, 3.918, 0.927], [-3.935, 2.721, 1.643], [-3.953, 3.085, 0.001], [-2.195, 1.616, 2.892], [-1.378, 0.431, 1.906], [-0.538, 2.956, 3.130], [0.605, 1.818, 2.372], [-0.485, 4.164, 1.176], [0.922, 3.292, 0.759], [-1.324, 3.067, -0.890], [-0.270, 1.673, -0.516], [3.259, 4.451, -0.594], [3.807, 3.000, -0.280], [3.023, 1.779, -0.858], [3.757, 0.386, -0.755], [5.112, 0.377, -1.509], [2.836, -0.705, -1.363], [2.753, -1.901, -0.444], [3.656, -1.625, 0.729], [3.810, -0.051, 0.753], [3.503, 4.790, -1.601], [3.837, 5.142, 0.020], [2.193, 4.463, -0.369], [3.779, 2.920, 0.807], [4.833, 3.005, -0.648], [2.983, 1.915, -1.939], [1.989, 1.621, -0.551], [5.548, -0.620, -1.574], [5.776, 1.177, -1.182], [4.976, 0.540, -2.578], [3.317, -0.938, -2.313], [1.808, -0.403, -1.565], [3.018, -2.852, -0.905], [1.728, -2.072, -0.116], [4.555, -2.203, 0.519], [3.174, -2.045, 1.612], [4.727, 0.368, 1.167], [3.125, 0.495, 1.401], [0.642, 3.859, -1.371], [-0.110, 2.937, -2.360], [0.432, 1.558, -2.218], [-0.280, 0.515, -3.134], [0.011, 0.847, -4.635], [-1.760, 0.338, -2.732], [-2.078, -1.198, -2.730], [-0.778, -1.842, -3.306], [0.239, -0.900, -2.834], [1.662, 4.091, -1.677], [0.751, 3.439, -0.371], [0.181, 4.843, -1.285], [-0.078, 3.214, -3.414], [-1.163, 3.034, -2.095], [0.287, 1.207, -1.196], [1.489, 1.328, -2.355], [-0.396, 1.802, -4.966], [-0.407, 0.034, -5.230], [1.085, 0.916, -4.806], [-2.408, 1.031, -3.268], [-1.897, 0.741, -1.728], [-2.928, -1.415, -3.376], [-2.405, -1.504, -1.736], [-0.778, -1.963, -4.390], [-0.636, -2.827, -2.862], [1.178, -1.010, -3.375], [0.406, -0.929, -1.757]],
  "lumo_ev": -6.43,
  "gap_ev": 9.830,
  "e_homo_ev": -16.26,
  "charge": 3
}

Sorted by energy, starting with the most stable: P), Q).